(1)
Molecular formula: C5H10
Method: DFT, the ωB97M-V functional and the def2-TZVPD basis

Output
- Energy relative to the best compared isomer or geometry (same formula, charge and spin): 2.127 eV
- LUMO level: 1.191 eV
- SMILES string: C=CC.C=C
- Orbital gap: 10.7 eV

Element x y z (Å)
C  1.41863  0.32449  1.35972
C  2.70720  0.15884  1.12359
H  0.95919  1.30620  1.36534
H  0.75026  -0.48837  1.61457
H  3.37280  0.98818  0.93246
H  3.09284  -0.83004  0.89938
C  -2.16996  0.04271  0.11066
C  -0.95521  0.07412  -0.78784
C  -0.82526  -0.57227  -1.93385
H  -2.46728  -0.97714  0.36444
H  -1.97462  0.58749  1.03282
H  -3.00714  0.50986  -0.40776
H  -0.27356  0.89250  -0.59239
H  -0.13458  -0.19163  -2.67692
H  -1.47244  -1.35223  -2.31953

natural (NBO) atomic charge list, values in e, 5 entries:
1 C -0.38
2 C -0.39
3 H 0.19
4 H 0.20
5 H 0.19

---

(2)
Molecular formula: C40H36N2O5P2PtS3
Method: DFT, the ωB97M-V functional and the def2-TZVPD basis

Output
- Energy relative to the best compared isomer or geometry (same formula, charge and spin): 0.029 eV
- LUMO level: 0.079 eV
- Orbital gap: 8.1 eV

Element x y z (Å)
Pt  -0.18719  -0.15868  -0.48322
O  -2.83292  -3.84047  0.08287
S  -2.29129  -2.45979  0.03673
C  -3.67026  -1.47961  -0.65871
C  -4.83063  -2.20930  -0.87361
C  -5.97529  -1.57732  -1.33135
C  -5.96696  -0.21030  -1.56406
C  -4.80063  0.50892  -1.36754
C  -3.62642  -0.11838  -0.94782
P  -2.15248  0.90975  -0.67736
C  -1.92856  1.97176  -2.14292
C  -0.82903  2.83204  -2.11736
C  -0.54384  3.64013  -3.20711
C  -1.33239  3.57441  -4.34620
C  -2.39344  2.68141  -4.39809
C  -2.69034  1.88031  -3.30497
C  -2.77887  2.01405  0.64168
C  -2.45716  3.37062  0.67690
C  -2.98712  4.19083  1.65958
C  -3.83178  3.66791  2.62792
C  -4.13625  2.31590  2.61717
C  -3.61687  1.49300  1.62782
C  -2.49839  -1.85726  1.76306
C  -3.55838  -2.47189  2.42101
C  -3.74746  -2.29354  3.77854
C  -2.82741  -1.55206  4.50691
C  -1.76197  -0.95785  3.85754
C  -1.60393  -1.04991  2.47090
P  -0.16570  -0.18570  1.74506
C  -0.02135  1.46810  2.49098
C  1.05058  2.20531  1.97462
C  1.31102  3.47640  2.46240
C  0.51119  4.02300  3.45795
C  -0.55606  3.29570  3.96113
C  -0.82593  2.02225  3.47874
C  1.20465  -1.13521  2.45476
C  1.41724  -2.42191  1.96219
C  2.41602  -3.21101  2.50157
C  3.21178  -2.71795  3.52893
C  3.00799  -1.43679  4.01383
C  2.00420  -0.64148  3.47717
H  -4.81320  -3.27220  -0.67025
H  -6.87694  -2.15341  -1.49423
H  -6.86386  0.29681  -1.89445
H  -4.80105  1.58013  -1.52773
H  -0.14870  2.82683  -1.27418
H  0.31400  4.29908  -3.16881
H  -1.10824  4.20195  -5.19988
H  -2.99411  2.60085  -5.29543
H  -3.49876  1.16776  -3.37920
H  -1.80780  3.80158  -0.07118
H  -2.73347  5.24283  1.66957
H  -4.24790  4.31332  3.39107
H  -4.79043  1.89566  3.37053
H  -3.88197  0.44386  1.62489
H  -4.20561  -3.13226  1.85793
H  -4.58412  -2.76894  4.27367
H  -2.92832  -1.45281  5.57970
H  -1.01957  -0.42380  4.43698
H  1.71037  1.78260  1.21846
H  2.15036  4.03157  2.06386
H  0.71828  5.01511  3.83916
H  -1.19345  3.72181  4.72572
H  -1.68348  1.48785  3.86285
H  0.82038  -2.79346  1.13729
H  2.58816  -4.20427  2.10907
H  4.00153  -3.33255  3.94151
H  3.63650  -1.04686  4.80374
H  1.85801  0.36466  3.84798
S  -0.72495  -1.09947  -2.65146
C  0.01030  -0.36454  -4.03005
N  0.90689  0.58246  -3.95096
C  1.58741  1.13965  -5.10774
C  0.73213  0.98868  -6.35348
C  0.26364  -0.45255  -6.47256
N  -0.38279  -0.83717  -5.22762
H  1.23901  0.84767  -2.98540
H  2.55173  0.63934  -5.23095
H  1.78943  2.18979  -4.89685
H  1.30648  1.26902  -7.23602
H  -0.13704  1.64734  -6.28610
H  1.11026  -1.11272  -6.68506
H  -0.45949  -0.56287  -7.28008
H  -1.04233  -1.59558  -5.21197
O  3.29635  0.78687  0.17930
S  2.65297  0.25059  -1.00145
O  1.71172  -0.93147  -0.59221
O  1.65628  1.27372  -1.54131
O  3.53102  -0.24327  -2.03266

Löwdin atomic charge list, values in e, 5 entries:
1 Pt 0.66
2 O -0.50
3 S 0.92
4 C -0.36
5 C -0.07

---

(3)
Molecular formula: C5H6O
Method: DFT, the ωB97M-V functional and the def2-TZVPD basis

Output
- Energy relative to the best compared isomer or geometry (same formula, charge and spin): 3.563 eV
- LUMO level: 0.564 eV
- SMILES string: C=C=C1O[C@H]1C
- Orbital gap: 9.4 eV

Element x y z (Å)
C  -1.83246  0.00807  -0.42494
C  -0.50822  0.67752  -0.66881
C  0.74958  -0.00470  -0.62006
O  0.20557  0.12344  -1.84551
C  1.78118  -0.27205  0.12343
C  2.13893  -0.54481  1.35606
H  -2.25710  0.25712  0.55288
H  -1.75709  -1.08019  -0.51290
H  -2.51987  0.36823  -1.19608
H  1.49310  -1.19954  1.92905
H  -0.47418  1.75859  -0.55972
H  2.98056  -0.09168  1.86661

natural (NBO) atomic charge list, values in e, 5 entries:
1 C -0.64
2 C 0.05
3 C 0.23
4 O -0.44
5 C -0.08

---

(4)
Molecular formula: C4H13N2S
Method: DFT, the ωB97M-V functional and the def2-TZVPD basis

Output
- Energy relative to the best compared isomer or geometry (same formula, charge and spin): 0.809 eV
- Charge: -1
- LUMO level: 3.837 eV
- Orbital gap: 6.4 eV

Element x y z (Å)
C  -0.89786  1.58469  -2.55424
C  -0.05380  2.07446  -1.37969
S  -1.10448  2.31766  0.09325
H  -1.70572  2.29154  -2.71746
H  -1.35414  0.60463  -2.34501
H  -0.31739  1.50448  -3.49129
H  0.45416  3.00942  -1.62008
H  0.73625  1.33284  -1.11878
C  1.18874  -2.48390  1.00071
N  1.27762  -1.02316  0.94205
C  0.13860  -0.36715  1.63492
N  -1.10499  -0.76796  0.97202
H  2.06640  -2.89408  0.47884
H  1.14886  -2.91221  2.03846
H  0.25867  -2.79028  0.47689
H  2.16879  -0.68695  1.33325
H  0.23722  0.70250  1.51805
H  0.14319  -0.65836  2.70743
H  -1.39850  0.06253  0.39488
H  -1.88164  -0.90071  1.63580

natural (NBO) atomic charge list, values in e, 5 entries:
1 C -0.62
2 C -0.52
3 S -0.70
4 H 0.20
5 H 0.20

---

(5)
Molecular formula: C43H64F3N4O3S2
Method: DFT, the ωB97M-V functional and the def2-TZVPD basis

Output
- Charge: +1
- LUMO level: -2.892 eV
- Orbital gap: 7.8 eV

Element x y z (Å)
C  -1.20147  -4.42301  -1.65573
C  -0.71549  -2.97561  -1.46941
C  -0.95036  -2.41455  -0.04820
C  -0.97002  -0.87538  0.00081
C  -2.37642  -0.19454  -0.06825
S  -2.18273  1.35005  -1.12491
C  -3.44441  -1.06299  -0.80458
C  -4.31791  -2.01653  0.05518
C  -5.80269  -1.58110  0.01820
C  -4.27976  -3.45600  -0.53715
N  -2.92883  0.20278  1.23483
C  -4.13688  1.08349  1.15686
C  -5.23098  0.73356  2.19710
C  -6.61850  1.08107  1.71429
O  -7.56260  0.33461  1.85346
O  -6.71617  2.33342  1.17064
C  -1.99098  0.75480  2.08885
N  -2.37057  1.06460  3.30261
C  -1.55301  1.67402  4.34992
N  -0.71759  0.95184  1.67701
C  -0.21507  2.30235  1.47036
C  0.98103  2.71512  2.30394
C  1.55745  4.05872  1.96221
N  1.48632  2.03395  3.24793
C  -0.05216  -0.27593  1.14225
C  -0.02170  -1.25299  2.35983
C  1.20108  -2.14361  2.54069
C  1.09785  -2.99824  3.84075
O  -0.13776  -2.82254  4.52003
C  -1.08656  -3.84277  4.23034
C  1.34053  0.06684  0.61399
S  2.15093  -1.19416  -0.38226
C  2.04599  -0.53551  -2.06838
C  2.83054  0.76349  -2.26893
H  -1.43776  -4.85051  -0.68286
H  -2.08806  -4.49649  -2.27557
H  -0.42567  -5.05464  -2.07813
H  0.36156  -3.00660  -1.61847
H  -1.10268  -2.30399  -2.23490
H  -0.10439  -2.79448  0.51222
H  -1.82350  -2.87349  0.41052
H  -0.49472  -0.57280  -0.92592
H  -1.55406  0.84987  -2.19445
H  -4.13128  -0.34405  -1.24408
H  -2.98929  -1.56604  -1.64891
H  -3.95711  -2.12960  1.07382
H  -5.87663  -0.51647  -0.19953
H  -6.32207  -2.10335  -0.77694
H  -6.28641  -1.75793  0.97377
H  -4.13203  -3.43730  -1.61274
H  -3.54653  -4.08752  -0.04911
H  -5.24321  -3.93691  -0.37756
H  -3.82743  2.11670  1.30121
H  -4.58288  1.04594  0.17151
H  -5.07801  1.39352  3.05524
H  -5.18572  -0.30978  2.48188
H  -7.13786  2.26186  0.30762
H  -3.32335  0.86096  3.55144
H  -1.07973  2.57823  3.98905
H  -2.22693  1.97668  5.14600
H  -0.84390  0.97223  4.77519
H  0.01107  2.46641  0.41717
H  -1.01113  3.02226  1.67775
H  1.81630  4.54981  2.89550
H  0.83876  4.68516  1.43750
H  2.46791  3.93745  1.38174
H  0.98404  1.14740  3.33584
H  -0.92507  -1.86064  2.35998
H  -0.08497  -0.66650  3.27457
H  1.39651  -2.80924  1.70662
H  2.08711  -1.52084  2.65836
H  1.20779  -4.05006  3.58264
H  1.87406  -2.68973  4.53375
H  -1.00984  -4.15375  3.18730
H  -0.92448  -4.68893  4.89590
H  -2.07525  -3.42752  4.40767
H  1.34566  0.97432  0.01274
H  1.99020  0.28458  1.45641
H  2.44314  -1.31678  -2.70879
H  1.00366  -0.36936  -2.33492
H  3.14376  0.81652  -3.31084
H  2.21939  1.64023  -2.06936
H  3.73041  0.78380  -1.66169
F  2.45608  7.26324  -1.85171
C  1.14682  7.33292  -1.55212
C  0.41843  6.16391  -1.46241
C  -0.92886  6.23561  -1.14622
C  -1.53536  7.46572  -0.93309
C  -0.78480  8.62946  -1.03523
C  0.56734  8.56801  -1.34270
H  0.90128  5.21109  -1.63828
H  -1.50441  5.32169  -1.06450
H  -2.58779  7.51808  -0.68949
H  -1.25256  9.59101  -0.87508
H  1.16935  9.46321  -1.41906
F  1.30620  -5.24440  1.03004
C  2.54107  -5.74407  0.76060
C  3.63200  -4.90953  0.87846
C  4.89500  -5.41422  0.60811
C  5.04417  -6.73854  0.21979
C  3.92956  -7.55887  0.10478
C  2.66283  -7.06323  0.37985
H  3.48590  -3.87897  1.17708
H  5.76099  -4.77329  0.70018
H  6.02884  -7.13107  0.00658
H  4.04497  -8.58954  -0.20080
H  1.78252  -7.68739  0.30304
F  6.85690  0.69825  -4.26124
C  6.41237  1.67874  -5.07380
C  6.53423  1.52519  -6.43983
C  6.07021  2.53675  -7.26819
C  5.50124  3.68128  -6.72566
C  5.39154  3.81459  -5.34857
C  5.84691  2.80528  -4.51259
H  6.98699  0.62893  -6.84200
H  6.15452  2.43050  -8.34099
H  5.14509  4.46828  -7.37632
H  4.95265  4.70673  -4.92265
H  5.76725  2.88677  -3.43642

Löwdin atomic charge list, values in e, 5 entries:
1 C -0.08
2 C -0.23
3 C -0.16
4 C -0.21
5 C -0.56

---

(6)
Molecular formula: C4H8P2
Method: DFT, the ωB97M-V functional and the def2-TZVPD basis

Output
- Energy relative to the best compared isomer or geometry (same formula, charge and spin): 7.113 eV
- LUMO level: -2.600 eV
- Orbital gap: 4.3 eV

Element x y z (Å)
C  -3.10198  -1.24740  -0.76662
C  -1.97550  -1.72366  0.12069
C  2.89787  2.30128  0.47318
C  2.54234  1.08980  0.29096
P  -2.58200  -0.01597  0.62451
P  -1.33112  1.39248  -0.34727
H  -2.70504  -0.70057  -1.64999
H  -3.99063  -1.81055  -0.62871
H  -2.23251  -2.44926  0.70604
H  -0.93482  -1.66616  -0.26816
H  3.99093  2.59374  0.68088
H  2.35646  3.29388  0.17343
H  -1.81098  2.37241  0.69467
H  2.91508  0.09783  0.51537

natural (NBO) atomic charge list, values in e, 5 entries:
1 C -0.61
2 C -0.59
3 C -0.54
4 C -0.08
5 P 0.28

---

| no. | energy (Ha) |
| --- | --- |
| 1 | -196.4302 |
| 2 | -4028.2841 |
| 3 | -269.2153 |
| 4 | -667.9086 |
| 5 | -3217.3155 |
| 6 | -839.6241 |